A molecular structure, C32H40N4O9P2SSc, computed with ωB97M-V/def2-TZVPD.

Positions of all 89 atoms, in Å:
Sc -1.15 0.43 -1.47
C -4.00 -0.37 0.55
C -3.97 0.93 0.01
C -3.74 0.82 -1.38
C -3.60 -0.57 -1.70
C -3.76 -1.29 -0.49
C -3.70 -2.78 -0.36
C -3.99 -1.11 -3.05
C -4.05 1.87 -2.42
C -4.18 2.21 0.76
C -4.23 -0.70 2.00
H -4.54 -3.28 -0.86
H -3.72 -3.10 0.68
H -2.78 -3.19 -0.79
H -5.04 -0.86 -3.26
H -3.91 -2.20 -3.09
H -3.39 -0.71 -3.88
H -5.09 1.78 -2.75
H -3.43 1.76 -3.32
H -3.89 2.88 -2.05
H -4.98 2.81 0.32
H -3.29 2.84 0.78
H -4.47 2.02 1.80
H -5.29 -0.81 2.24
H -3.83 0.07 2.66
H -3.75 -1.64 2.29
N 1.13 -3.41 -3.54
C 1.11 -1.95 -3.08
C 2.41 -1.36 -3.58
P 0.93 -1.94 -1.21
O 0.97 -3.58 -0.98
O 2.04 -1.36 -0.44
O -0.52 -1.54 -1.02
P -0.42 -1.39 -4.00
O -1.41 -2.60 -3.54
O -0.11 -1.61 -5.43
O -1.01 -0.10 -3.48
H 1.64 -3.98 -2.86
H 1.55 -3.44 -4.47
H 0.15 -3.75 -3.60
H 3.25 -1.99 -3.26
H 2.57 -0.37 -3.14
H 2.39 -1.30 -4.66
H 1.48 -3.73 -0.17
H -1.81 -2.40 -2.67
O 2.88 1.44 -2.29
C 1.73 1.78 -2.00
O 0.79 0.91 -1.80
C 1.43 3.24 -1.85
C 2.51 4.09 -2.11
C 2.42 5.46 -2.01
C 1.20 6.01 -1.62
C 0.13 5.20 -1.36
C 0.20 3.80 -1.46
S -1.28 2.95 -1.05
H 3.44 3.62 -2.41
H 3.28 6.08 -2.22
H 1.10 7.09 -1.53
H -0.82 5.63 -1.06
C 3.73 -4.26 3.28
C 3.62 -2.79 3.59
C 3.54 -2.32 4.89
C 3.41 -0.97 5.16
C 3.37 -0.04 4.13
N 3.25 1.32 4.48
C 3.01 2.42 3.67
O 3.56 3.48 3.91
N 2.15 2.27 2.62
C 1.05 1.41 2.45
C 0.43 0.71 3.48
C -0.65 -0.10 3.16
C -1.08 -0.17 1.84
N -0.51 0.53 0.87
C 0.55 1.28 1.17
C 3.48 -0.49 2.81
C 3.59 -1.85 2.56
H 3.85 -4.84 4.19
H 4.59 -4.46 2.64
H 2.84 -4.62 2.77
H 3.56 -3.03 5.72
H 3.32 -0.63 6.18
H 3.75 1.60 5.31
H 2.18 3.07 2.00
H 0.77 0.80 4.50
H -1.15 -0.67 3.92
H -1.90 -0.81 1.55
H 0.99 1.83 0.35
H 3.46 0.19 1.98
H 3.66 -2.16 1.53

Results
**Total charge**: -1
**Gap between HOMO and LUMO**: 6.19 eV
**Energy above the lowest of the compared OMol25 structures with the same formula, charge and spin**: 183.4 kJ/mol